Record 1
{
  "formula": "C18H45BIO4",
  "method": "wB97M-V/def2-TZVPD",
  "elements": ["C", "C", "C", "C", "C", "C", "O", "B", "C", "C", "C", "I", "H", "H", "H", "H", "H", "H", "H", "H", "H", "H", "H", "H", "H", "H", "H", "H", "H", "H", "H", "H", "H", "C", "C", "C", "O", "H", "H", "H", "H", "H", "H", "H", "H", "C", "C", "C", "O", "H", "H", "H", "H", "H", "H", "H", "H", "C", "C", "C", "O", "H", "H", "H", "H", "H", "H", "H", "H"],
  "xyz": [[0.952, -0.714, -0.333], [-0.450, -0.331, -0.863], [-0.919, -1.387, -1.867], [-0.512, 1.056, -1.497], [0.275, 2.136, -0.745], [-1.967, 1.540, -1.628], [-2.647, 1.480, -0.419], [-4.105, 1.114, -0.470], [-4.337, -0.497, -0.174], [-5.778, -0.901, -0.556], [-5.774, -1.326, -2.011], [-7.697, -1.198, -2.968], [1.063, -1.797, -0.340], [1.710, -0.303, -1.002], [1.078, -0.317, 0.667], [-1.141, -0.362, -0.021], [-1.941, -1.214, -2.195], [-0.259, -1.405, -2.737], [-0.881, -2.378, -1.410], [-0.128, 0.984, -2.516], [-0.239, 2.365, 0.187], [0.262, 3.048, -1.345], [1.313, 1.873, -0.559], [-2.482, 0.984, -2.418], [-1.915, 2.591, -1.959], [-4.725, 1.751, 0.391], [-4.598, 1.374, -1.580], [-4.138, -0.753, 0.869], [-3.638, -1.075, -0.792], [-6.429, -0.039, -0.413], [-6.132, -1.728, 0.062], [-5.434, -2.353, -2.109], [-5.122, -0.683, -2.592], [-1.634, 0.173, -6.977], [-1.723, 1.169, -5.830], [-1.472, 2.595, -6.295], [-0.823, 0.818, -4.785], [-0.633, 0.192, -7.418], [-1.823, -0.838, -6.617], [-2.357, 0.406, -7.761], [-2.711, 1.108, -5.373], [-0.466, 2.685, -6.716], [-1.548, 3.285, -5.455], [-2.190, 2.895, -7.061], [0.074, 0.854, -5.134], [2.243, -2.982, 3.783], [2.010, -1.490, 3.963], [1.571, -1.156, 5.382], [1.059, -1.012, 3.018], [1.316, -3.534, 3.965], [2.564, -3.194, 2.764], [3.004, -3.351, 4.474], [2.934, -0.957, 3.739], [0.624, -1.653, 5.613], [1.416, -0.082, 5.490], [2.314, -1.479, 6.114], [0.223, -1.461, 3.178], [7.327, 0.489, 4.564], [5.813, 0.381, 4.461], [5.113, 1.041, 5.639], [5.411, -0.981, 4.338], [7.681, -0.016, 5.468], [7.803, 0.015, 3.707], [7.647, 1.531, 4.609], [5.480, 0.852, 3.535], [5.403, 0.551, 6.573], [4.032, 0.955, 5.537], [5.373, 2.098, 5.713], [5.680, -1.445, 5.137]],
  "gap_ev": 6.1,
  "molar_mass_da": 463.270,
  "total_charge": -1,
  "de_lowest_kj_mol": 0.0,
  "e_homo_ev": -3.971
}

***

Record 2
{
  "formula": "C18H45BrN3O6",
  "method": "wB97M-V/def2-TZVPD",
  "elements": ["Br", "C", "O", "C", "C", "N", "C", "C", "O", "C", "H", "H", "H", "H", "H", "H", "H", "H", "H", "H", "H", "H", "H", "H", "H", "C", "O", "C", "C", "N", "C", "C", "O", "C", "H", "H", "H", "H", "H", "H", "H", "H", "H", "H", "H", "H", "H", "H", "H", "C", "O", "C", "C", "N", "C", "C", "O", "C", "H", "H", "H", "H", "H", "H", "H", "H", "H", "H", "H", "H", "H", "H", "H"],
  "xyz": [[0.017, 2.778, -0.062], [0.380, 1.717, 7.184], [0.447, 1.993, 5.839], [0.328, 0.854, 5.116], [0.203, 1.059, 3.627], [1.339, 1.815, 3.057], [2.585, 1.083, 3.058], [3.779, 1.954, 2.842], [3.937, 2.876, 3.879], [5.055, 3.715, 3.710], [1.156, 0.970, 7.465], [-0.584, 1.268, 7.459], [0.638, 2.574, 7.802], [-0.613, 0.329, 5.395], [1.109, 0.111, 5.342], [-0.668, 1.675, 3.407], [0.168, 0.073, 3.144], [1.083, 1.927, 2.063], [2.562, 0.259, 2.316], [2.738, 0.518, 3.987], [3.808, 2.487, 1.871], [4.649, 1.268, 2.689], [5.965, 3.159, 3.434], [5.208, 4.351, 4.584], [4.892, 4.473, 2.907], [-4.469, -2.133, -0.748], [-3.097, -1.952, -0.836], [-2.588, -1.164, 0.256], [-1.196, -1.614, 0.596], [-0.241, -1.029, -0.326], [1.084, -1.466, 0.018], [1.470, -2.842, -0.506], [1.151, -2.953, -1.888], [1.799, -3.981, -2.476], [-4.780, -2.556, 0.211], [-4.816, -2.757, -1.571], [-4.941, -1.149, -0.923], [-3.256, -1.100, 1.119], [-2.481, -0.156, -0.181], [-1.137, -2.697, 0.492], [-1.083, -1.333, 1.659], [-0.288, -0.009, -0.241], [1.414, -1.423, 1.077], [1.763, -0.754, -0.479], [0.948, -3.646, 0.049], [2.551, -2.987, -0.341], [1.384, -4.966, -2.212], [2.882, -3.980, -2.265], [1.733, -3.912, -3.566], [-4.480, -1.554, -4.452], [-3.605, -0.811, -3.662], [-3.609, 0.491, -3.997], [-2.926, 1.365, -2.976], [-1.546, 0.981, -2.747], [-0.658, 1.484, -3.793], [0.772, 1.092, -3.519], [0.892, -0.326, -3.650], [2.229, -0.725, -3.682], [-5.447, -1.038, -4.543], [-4.623, -2.519, -3.966], [-4.063, -1.746, -5.453], [-4.617, 0.870, -4.234], [-3.055, 0.607, -4.950], [-3.388, 1.088, -2.017], [-3.087, 2.429, -3.201], [-1.269, 1.417, -1.862], [-0.720, 2.594, -3.810], [-1.011, 1.155, -4.772], [0.989, 1.334, -2.471], [1.424, 1.618, -4.233], [2.313, -1.786, -3.923], [2.717, -0.616, -2.696], [2.779, -0.131, -4.428]],
  "gap_ev": 7.7,
  "molar_mass_da": 479.477,
  "total_charge": -1,
  "de_lowest_kj_mol": 0.0,
  "e_homo_ev": -4.776
}

***

Record 3
{
  "formula": "C18H45F6N3O6P",
  "method": "wB97M-V/def2-TZVPD",
  "elements": ["P", "F", "F", "F", "F", "F", "F", "C", "O", "C", "C", "N", "C", "C", "O", "C", "H", "H", "H", "H", "H", "H", "H", "H", "H", "H", "H", "H", "H", "H", "H", "C", "O", "C", "C", "N", "C", "C", "O", "C", "H", "H", "H", "H", "H", "H", "H", "H", "H", "H", "H", "H", "H", "H", "H", "C", "O", "C", "C", "N", "C", "C", "O", "C", "H", "H", "H", "H", "H", "H", "H", "H", "H", "H", "H", "H", "H", "H", "H"],
  "xyz": [[1.386, -3.134, -1.228], [-0.062, -3.412, -1.882], [1.171, -4.030, 0.131], [2.106, -4.420, -2.044], [2.760, -2.657, -0.619], [1.808, -2.217, -2.448], [0.527, -1.877, -0.630], [8.673, -0.936, -3.534], [9.873, -1.510, -3.044], [9.758, -2.828, -2.657], [9.858, -3.814, -3.861], [9.288, -5.131, -3.653], [9.169, -5.873, -4.928], [10.352, -6.180, -5.841], [10.504, -5.040, -6.709], [11.816, -4.807, -7.242], [8.197, -1.400, -4.397], [8.843, 0.122, -3.734], [7.956, -0.792, -2.726], [8.801, -2.935, -2.147], [10.587, -3.016, -1.975], [10.942, -3.903, -3.926], [9.555, -3.350, -4.799], [8.460, -5.160, -3.077], [8.501, -5.306, -5.576], [8.547, -6.754, -4.771], [10.256, -7.045, -6.497], [11.220, -6.350, -5.203], [12.004, -5.533, -8.032], [12.615, -4.854, -6.501], [11.826, -3.842, -7.750], [-6.870, -2.693, 2.696], [-8.043, -1.980, 2.331], [-7.848, -1.187, 1.136], [-9.195, -0.490, 0.707], [-9.797, 0.146, 1.884], [-11.202, 0.504, 1.749], [-12.167, -0.690, 1.828], [-11.766, -1.479, 2.919], [-12.597, -2.648, 3.139], [-6.054, -2.026, 2.977], [-6.554, -3.225, 1.799], [-6.909, -3.472, 3.457], [-7.453, -1.958, 0.475], [-7.102, -0.412, 1.315], [-9.915, -1.056, 0.116], [-8.825, 0.189, -0.061], [-9.415, 1.081, 1.894], [-11.340, 1.201, 0.921], [-11.376, 1.104, 2.642], [-12.210, -1.138, 0.835], [-13.237, -0.567, 1.997], [-12.709, -3.272, 2.253], [-13.613, -2.283, 3.292], [-12.337, -3.341, 3.940], [-3.791, 7.868, 2.028], [-2.624, 7.073, 1.937], [-1.472, 7.862, 1.694], [-0.231, 7.000, 1.802], [0.096, 6.628, 3.143], [1.369, 6.021, 3.449], [1.227, 5.497, 4.773], [0.560, 4.314, 5.002], [1.150, 3.107, 4.808], [-3.743, 8.404, 2.976], [-4.723, 7.305, 2.083], [-3.759, 8.696, 1.321], [-1.297, 8.709, 2.357], [-1.469, 8.087, 0.628], [0.519, 7.681, 1.401], [-0.409, 6.124, 1.177], [-0.507, 5.853, 3.380], [2.232, 6.686, 3.417], [1.600, 5.199, 2.772], [0.610, 6.125, 5.416], [2.195, 5.460, 5.273], [2.126, 2.786, 5.174], [1.093, 2.805, 3.763], [0.486, 2.387, 5.286]],
  "gap_ev": 9.2,
  "molar_mass_da": 544.535,
  "total_charge": -1,
  "e_homo_ev": -7.008
}

***

Record 4
{
  "formula": "C18H45LaN5P",
  "method": "wB97M-V/def2-TZVPD",
  "elements": ["La", "N", "C", "C", "N", "C", "C", "N", "C", "C", "N", "H", "H", "H", "H", "H", "H", "H", "H", "H", "H", "H", "H", "H", "H", "H", "H", "H", "H", "C", "C", "C", "C", "P", "N", "C", "C", "C", "C", "C", "C", "C", "C", "H", "H", "H", "H", "H", "H", "H", "H", "H", "H", "H", "H", "H", "H", "H", "H", "H", "H", "H", "H", "H", "H", "H", "H", "H", "H", "H"],
  "xyz": [[-0.543, -0.423, 1.279], [1.549, -0.953, 2.941], [1.131, -1.417, 4.292], [0.077, -0.497, 4.887], [-1.191, -0.429, 4.129], [-1.891, 0.840, 4.437], [-2.896, 1.245, 3.373], [-2.218, 1.555, 2.086], [-2.082, -1.571, 4.442], [-1.938, -2.792, 3.544], [-2.142, -2.444, 2.116], [2.214, -1.625, 2.556], [2.107, -0.105, 3.058], [1.983, -1.446, 4.975], [0.771, -2.441, 4.201], [0.498, 0.511, 4.926], [-0.104, -0.795, 5.927], [-1.142, 1.632, 4.521], [-2.395, 0.787, 5.409], [-3.462, 2.106, 3.734], [-3.621, 0.450, 3.184], [-1.727, 2.444, 2.188], [-2.927, 1.750, 1.379], [-3.115, -1.226, 4.362], [-1.948, -1.883, 5.484], [-2.665, -3.539, 3.874], [-0.956, -3.255, 3.636], [-3.121, -2.193, 1.975], [-2.022, -3.284, 1.550], [-0.470, -1.941, -3.611], [0.818, -1.132, -3.375], [1.335, -0.584, -4.710], [1.862, -2.114, -2.824], [0.465, 0.169, -2.070], [-0.364, -0.457, -0.862], [-0.527, 1.588, -2.807], [-1.253, 2.350, -1.686], [0.293, 2.576, -3.643], [-1.636, 0.987, -3.687], [2.085, 0.841, -1.334], [1.712, 2.034, -0.440], [2.722, -0.205, -0.393], [3.153, 1.304, -2.331], [-0.197, -2.890, -4.074], [-1.160, -1.441, -4.285], [-0.986, -2.157, -2.676], [1.551, -1.430, -5.365], [2.256, -0.014, -4.606], [0.606, 0.037, -5.225], [1.919, -2.961, -3.508], [1.584, -2.502, -1.843], [2.856, -1.681, -2.777], [-0.591, 2.950, -1.064], [-1.819, 1.658, -1.057], [-1.965, 3.036, -2.147], [0.964, 3.185, -3.039], [-0.395, 3.261, -4.142], [0.877, 2.085, -4.418], [-2.220, 0.240, -3.149], [-1.257, 0.544, -4.603], [-2.310, 1.794, -3.977], [0.943, 1.755, 0.301], [1.332, 2.887, -0.995], [2.595, 2.363, 0.110], [1.969, -0.866, 0.057], [3.271, 0.311, 0.396], [3.430, -0.853, -0.901], [2.795, 2.069, -3.015], [3.545, 0.476, -2.915], [3.992, 1.728, -1.775]],
  "gap_ev": 8.3,
  "molar_mass_da": 501.473,
  "total_charge": 2,
  "e_homo_ev": -13.910
}

***

Record 5
{
  "formula": "C18H45MnO12P2",
  "method": "wB97M-V/def2-TZVPD",
  "elements": ["Mn", "O", "H", "C", "O", "C", "C", "O", "C", "C", "O", "C", "H", "H", "H", "H", "H", "H", "H", "H", "H", "H", "H", "H", "H", "H", "C", "C", "O", "P", "O", "O", "C", "C", "O", "C", "C", "H", "H", "H", "H", "H", "H", "H", "H", "H", "H", "H", "H", "H", "H", "H", "C", "C", "O", "P", "O", "O", "C", "C", "O", "C", "C", "H", "H", "H", "H", "H", "H", "H", "H", "H", "H", "H", "H", "H", "H", "H"],
  "xyz": [[11.671, 26.378, 11.195], [11.065, 24.674, 11.990], [10.224, 24.179, 12.020], [8.403, 25.619, 14.515], [7.010, 25.263, 14.281], [6.294, 24.313, 15.139], [4.862, 23.950, 14.817], [4.764, 23.244, 13.579], [3.595, 22.410, 13.450], [3.390, 22.022, 12.006], [4.290, 21.042, 11.524], [4.095, 20.618, 10.139], [8.661, 25.766, 13.467], [9.026, 24.865, 14.997], [8.511, 26.534, 15.099], [6.288, 24.573, 16.197], [6.779, 23.352, 14.968], [4.175, 24.795, 14.778], [4.607, 23.228, 15.592], [2.682, 22.929, 13.743], [3.761, 21.545, 14.092], [3.563, 22.864, 11.337], [2.376, 21.729, 11.733], [4.568, 21.313, 9.445], [3.075, 20.432, 9.801], [4.752, 19.794, 9.862], [7.578, 27.648, 6.625], [8.642, 27.618, 7.660], [9.658, 26.681, 7.234], [10.043, 25.389, 8.124], [10.929, 25.480, 9.340], [8.557, 24.731, 8.129], [7.861, 24.481, 9.309], [6.875, 23.434, 8.738], [10.768, 24.451, 7.057], [10.591, 24.458, 5.649], [9.314, 23.672, 5.228], [7.857, 28.037, 5.646], [7.085, 26.690, 6.458], [6.822, 28.359, 6.956], [9.098, 28.582, 7.887], [8.357, 27.288, 8.659], [8.384, 24.064, 10.171], [7.324, 25.376, 9.623], [6.324, 23.720, 7.842], [7.347, 22.556, 8.297], [6.254, 23.013, 9.528], [10.580, 25.510, 5.364], [11.227, 24.120, 4.831], [8.396, 24.256, 5.291], [9.316, 23.147, 4.273], [9.190, 22.825, 5.903], [8.711, 16.925, 10.400], [8.566, 17.060, 11.935], [7.276, 17.622, 12.240], [6.969, 17.933, 13.825], [7.566, 17.011, 14.854], [7.265, 19.476, 14.061], [7.188, 20.375, 12.990], [8.626, 20.836, 12.720], [5.326, 18.012, 13.747], [4.454, 17.473, 14.801], [3.104, 18.148, 14.880], [9.545, 16.266, 10.157], [7.755, 16.664, 9.946], [8.833, 17.915, 9.961], [8.710, 16.073, 12.375], [9.423, 17.564, 12.381], [6.632, 20.022, 12.122], [6.690, 21.208, 13.487], [9.000, 20.331, 11.829], [8.710, 21.896, 12.482], [9.224, 20.631, 13.607], [4.217, 16.414, 14.700], [5.106, 17.685, 15.648], [3.275, 19.128, 15.326], [2.588, 18.333, 13.938], [2.393, 17.529, 15.427]],
  "gap_ev": [5.6, 5.5],
  "molar_mass_da": 570.432,
  "total_charge": 1,
  "de_lowest_kj_mol": 579.1,
  "e_homo_ev": [-11.395, -11.395],
  "s2": 8.76,
  "multiplicity": 6
}

***

Record 6
{
  "formula": "C18H45N2O8PS",
  "method": "wB97M-V/def2-TZVPD",
  "elements": ["N", "C", "C", "O", "C", "C", "N", "C", "O", "C", "P", "S", "H", "H", "H", "H", "H", "H", "H", "H", "H", "H", "H", "H", "H", "H", "H", "H", "H", "C", "O", "C", "C", "O", "C", "C", "O", "C", "H", "H", "H", "H", "H", "H", "H", "H", "H", "H", "H", "H", "H", "H", "C", "O", "C", "C", "O", "C", "C", "O", "C", "H", "H", "H", "H", "H", "H", "H", "H", "H", "H", "H", "H", "H", "H"],
  "xyz": [[2.019, -0.610, -1.837], [2.956, -0.017, -2.867], [4.015, 1.107, -2.232], [5.271, 1.004, -3.036], [3.314, 2.571, -2.465], [4.052, 3.825, -1.709], [2.919, 4.719, -1.167], [5.015, 3.413, -0.449], [4.340, 2.709, 0.652], [5.315, 2.530, 1.778], [5.595, 0.625, 1.999], [4.182, -0.068, 3.164], [2.582, -0.941, -1.016], [1.272, 0.061, -1.549], [2.280, 0.597, -3.634], [3.514, -0.852, -3.473], [4.164, 0.795, -1.114], [6.046, 0.844, -2.409], [2.172, 2.552, -2.135], [3.391, 2.798, -3.633], [4.670, 4.439, -2.524], [2.394, 4.057, -0.521], [2.256, 4.810, -1.994], [6.000, 2.863, -0.836], [5.411, 4.440, 0.013], [4.869, 3.045, 2.742], [6.350, 3.037, 1.493], [6.930, 0.308, 2.504], [5.414, 0.046, 0.663], [-0.084, 0.834, 1.145], [-1.144, 1.377, 0.374], [-2.323, 0.572, 0.423], [-3.570, 1.435, 0.208], [-3.945, 2.193, 1.368], [-3.099, 3.306, 1.689], [-3.244, 4.478, 0.713], [-2.526, 4.213, -0.493], [-3.078, 4.892, -1.610], [0.234, -0.127, 0.733], [0.755, 1.534, 1.114], [-0.392, 0.718, 2.190], [-2.401, 0.054, 1.389], [-2.247, -0.170, -0.377], [-4.414, 0.762, 0.016], [-3.478, 2.076, -0.669], [-2.061, 2.993, 1.803], [-3.433, 3.648, 2.676], [-2.812, 5.382, 1.158], [-4.304, 4.650, 0.506], [-4.124, 4.601, -1.755], [-2.517, 4.597, -2.502], [-2.999, 5.973, -1.478], [-3.140, -6.259, 3.509], [-3.424, -5.722, 2.227], [-3.850, -4.361, 2.287], [-3.495, -3.630, 0.989], [-2.107, -3.273, 0.898], [-1.196, -4.356, 0.664], [-1.280, -4.922, -0.757], [-2.415, -5.780, -0.885], [-2.901, -5.837, -2.217], [-4.046, -6.292, 4.118], [-2.757, -7.274, 3.378], [-2.366, -5.666, 4.010], [-3.382, -3.843, 3.135], [-4.936, -4.363, 2.422], [-4.040, -2.679, 0.979], [-3.818, -4.183, 0.106], [-1.303, -5.132, 1.422], [-0.196, -3.925, 0.795], [-0.389, -5.526, -0.965], [-1.332, -4.098, -1.475], [-3.178, -4.837, -2.565], [-3.799, -6.462, -2.227], [-2.152, -6.277, -2.879]],
  "gap_ev": 9.1,
  "molar_mass_da": 480.605,
  "e_homo_ev": -8.810,
  "smiles": "NC[C@@H](O)C[C@@H](N)COC[PH2]=S.COCCOCCOC.COCCOCCOC"
}

***

no.,calculated total energy (hartree)
1,-1336.36694
2,-3902.45638
3,-2269.09561
4,-1359.15622
5,-3449.16954
6,-2163.51719